No. 1
Density functional theory data (ωB97M-V with the def2-TZVPD basis set) for a molecular structure, C35H37Cl4GeO3Si2W.

Results
Multiplicity: 2
ΔE to the lowest compared entry with this formula, charge and spin, eV: 0.5644
Highest occupied orbital energy (spin up / spin down), eV: -13.473 / -13.514
Net charge: +2
Strongest force on any atom, hartree/bohr: 0.0073
⟨S²⟩: 0.76
LUMO level (spin up / spin down), eV: -7.3073 / -7.4972
E, a.u.: -6144.86722

```
83
Properties=species:S:1:pos:R:3:forces:R:3
W -0.31830 -0.46364 0.15357 0.24 0.17 0.24
C -1.14681 1.65048 1.35537 -0.04 0.11 -0.13
Si 0.70896 1.20554 1.72437 -0.12 -0.18 0.01
C 1.81069 2.64156 1.29715 -0.04 0.05 0.03
C 0.74747 0.60873 3.47308 0.07 -0.07 -0.04
C 0.47777 1.54055 4.47550 0.01 -0.01 -0.02
C 0.30124 1.14045 5.79305 -0.01 0.00 0.01
C 0.38473 -0.20370 6.10930 0.00 0.01 0.00
C 0.66176 -1.13921 5.11815 0.01 0.00 -0.05
C 0.85287 -0.76215 3.78469 0.01 0.00 0.04
Si 1.70714 -2.09219 2.75456 -0.07 0.06 0.03
C 3.47737 -1.51383 2.80865 0.04 0.01 0.01
C 1.15708 -3.74833 3.38808 0.07 -0.06 -0.05
H -1.07312 2.71429 1.11171 0.00 -0.03 -0.02
H -1.68581 1.51098 2.29314 0.04 -0.03 0.02
H -1.85725 1.27884 0.59657 0.01 -0.09 0.05
H 1.26283 3.42167 0.76668 0.02 -0.02 -0.03
H 2.66062 2.35027 0.68698 0.07 -0.01 0.00
H 2.20842 3.07036 2.21902 -0.02 0.02 0.01
H 0.39595 2.59596 4.23361 0.00 0.00 0.01
H 0.09617 1.87353 6.56147 0.00 0.00 0.00
H 0.24395 -0.53249 7.13027 0.00 0.01 0.00
H 0.74429 -2.17769 5.41327 0.00 0.00 0.00
H 3.94808 -1.95710 3.69187 0.01 0.01 0.01
H 3.50434 -0.43185 2.95398 -0.01 0.01 0.00
H 4.09256 -1.78012 1.95394 -0.01 0.03 0.02
H 1.89202 -4.19178 4.06181 -0.01 0.00 0.01
H 0.99902 -4.45715 2.57532 0.02 -0.01 0.00
H 0.21376 -3.65509 3.92713 -0.01 0.02 -0.02
Cl 3.68263 -6.14397 -1.02772 0.01 -0.01 0.00
C 2.50193 -4.90983 -1.03619 -0.03 0.05 0.03
C 1.66124 -4.77800 -2.14129 0.02 0.00 0.01
Cl 1.79562 -5.83006 -3.47702 0.00 -0.01 0.00
C 0.71681 -3.75714 -2.15069 0.01 0.04 -0.06
Cl -0.31459 -3.48582 -3.49151 0.01 -0.01 0.02
C 0.61691 -2.91286 -1.05662 -0.05 -0.08 -0.01
O -0.30985 -1.92898 -1.05190 -0.04 0.05 -0.13
C 1.43425 -3.03526 0.06409 0.02 0.04 0.07
O 1.19271 -2.07121 1.04499 -0.16 0.06 -0.04
C 2.40417 -4.03541 0.06091 0.00 -0.03 -0.05
Cl 3.53428 -4.23286 1.33875 -0.04 -0.10 0.00
C -1.74884 -1.21539 1.47396 0.04 0.00 0.20
Ge -1.15572 0.98604 -1.87394 0.11 -0.20 -0.09
C -0.04172 1.25227 -3.41970 -0.02 0.04 0.04
C 1.21436 1.85226 -3.29581 0.02 -0.06 -0.05
C 1.97200 2.11714 -4.42673 0.03 0.01 0.03
C 1.49681 1.75193 -5.67993 0.00 0.01 0.00
C 0.25407 1.14741 -5.81019 -0.02 -0.01 0.00
C -0.52586 0.91532 -4.68696 0.00 0.01 0.02
C -2.73003 2.01460 -2.01015 -0.09 -0.03 0.02
C -2.60562 3.18967 -2.73906 -0.02 -0.05 0.03
C -3.59698 4.18188 -2.67710 0.01 0.02 0.00
C -4.69649 3.98899 -1.88645 0.00 0.02 0.00
C -4.88164 2.79393 -1.14656 -0.02 -0.02 0.02
C -6.03914 2.58903 -0.35916 0.01 0.02 -0.01
C -6.22615 1.41407 0.31266 0.00 -0.03 0.00
C -5.27172 0.38310 0.20589 -0.02 0.01 0.02
C -4.14425 0.55761 -0.55087 0.05 0.00 -0.03
C -3.90289 1.77536 -1.22283 -0.01 0.03 -0.01
H -2.02054 -2.23091 1.17001 0.04 0.01 -0.05
H -2.65178 -0.64481 1.69402 0.02 0.06 -0.10
H -1.21025 -1.31801 2.43062 -0.01 0.01 0.01
H 1.59319 2.13845 -2.32136 0.03 -0.01 0.03
H 2.93052 2.61119 -4.33327 0.00 -0.01 0.00
H 2.09356 1.94979 -6.56028 0.00 0.00 0.00
H -0.11543 0.87134 -6.78853 0.00 0.00 0.00
H -1.50896 0.47421 -4.80411 0.00 0.00 -0.01
H -1.72855 3.35719 -3.35229 0.01 0.01 -0.02
H -3.48136 5.09314 -3.24703 0.00 0.00 0.00
H -5.46088 4.75441 -1.82649 0.00 0.00 0.00
H -6.78180 3.37523 -0.30817 0.00 0.00 0.00
H -7.11696 1.26115 0.90596 0.00 0.00 0.00
H -5.44960 -0.56124 0.70405 0.00 0.00 0.00
H -3.45164 -0.26949 -0.68289 -0.02 0.00 0.02
C 3.94962 -0.69551 -1.86922 -0.01 -0.03 0.04
C 3.14076 -0.07521 -0.75643 0.03 -0.18 0.04
O 1.72094 -0.29528 -0.99464 -0.17 0.18 -0.06
H 5.01089 -0.52022 -1.69572 0.00 0.00 -0.01
H 3.68753 -0.25906 -2.83451 0.01 0.01 -0.02
H 3.79340 -1.77642 -1.90754 -0.01 0.00 0.00
H 3.29899 0.99724 -0.69226 0.01 0.06 -0.07
H 3.37511 -0.53124 0.20488 -0.02 0.04 0.04
H 1.62915 -0.77661 -1.82999 0.01 0.10 -0.03
```
Positions in Å, forces in eV/Å.

Mulliken atomic charge list, values in e, 5 entries: number 1, W, carries 1.636; number 2, C, carries -1.263; number 3, Si, carries 0.643; number 4, C, carries -1.298; number 5, C, carries 0.893

No. 2
Density functional theory data (ωB97M-V with the def2-TZVPD basis set) for a molecular structure, C35H37ClNOP2RuSSe4.

Results
Multiplicity: 6
ΔE to the lowest compared entry with this formula, charge and spin, eV: 0.4900
Highest occupied orbital energy (spin up / spin down), eV: -6.169 / -7.515
Net charge: 0
Strongest force on any atom, hartree/bohr: 0.0111
⟨S²⟩: 8.78
LUMO level (spin up / spin down), eV: 0.3606 / -1.7403
E, a.u.: -12727.56682

```
83
Properties=species:S:1:pos:R:3:forces:R:3
Ru 0.14666 -0.87279 -1.62779 -0.18 -0.25 -0.48
C 0.70944 0.63153 1.65099 0.08 -0.02 0.03
N -0.60046 1.22908 1.76297 0.03 -0.01 0.06
C -1.57873 1.18910 0.69562 -0.03 -0.05 0.01
P -0.89723 1.16258 -1.04179 -0.05 0.32 0.01
C 0.33086 2.51487 -0.95164 0.01 -0.01 0.00
C 1.51063 2.36675 -1.67981 -0.04 0.00 0.04
C 2.51162 3.32645 -1.61200 0.01 0.02 0.03
C 2.34656 4.43745 -0.79896 0.02 -0.01 -0.02
C 1.17915 4.59062 -0.06110 -0.03 0.01 0.02
C 0.17561 3.63793 -0.13876 -0.02 0.00 -0.01
C -2.33946 1.94423 -1.86030 0.16 0.07 -0.16
C -3.54427 1.24568 -1.92267 -0.02 -0.09 0.07
C -4.64883 1.79540 -2.55449 0.00 -0.01 0.00
C -4.55976 3.04358 -3.15367 0.01 0.01 -0.01
C -3.36046 3.73899 -3.11518 -0.01 -0.01 -0.01
C -2.25725 3.19485 -2.47282 0.00 -0.04 0.01
C -0.89788 1.97087 2.90541 -0.01 0.03 -0.01
C 0.11562 2.53487 3.69148 0.01 0.00 0.00
C -0.19578 3.26901 4.82526 0.00 -0.01 0.00
C -1.51369 3.47470 5.20359 0.00 0.01 0.01
C -2.52263 2.92470 4.42663 0.00 0.00 0.01
C -2.22703 2.17899 3.29740 -0.01 0.00 0.00
P 0.76983 -1.00038 0.77477 -0.16 0.04 -0.15
C -0.40920 -1.99781 1.73532 0.06 0.04 0.01
C -1.09749 -2.98359 1.03368 0.07 0.11 0.05
C -2.06831 -3.74822 1.66454 0.03 0.01 -0.04
C -2.35394 -3.52560 3.00301 0.02 0.03 0.05
C -1.67389 -2.53831 3.70925 -0.03 -0.04 0.00
C -0.70547 -1.77227 3.07966 0.01 -0.01 -0.04
C 2.44238 -1.49922 1.28218 0.00 -0.05 0.00
C 3.51398 -0.91953 0.60518 -0.02 0.00 -0.01
C 4.81687 -1.24253 0.94853 0.00 0.00 0.00
C 5.05830 -2.16636 1.95680 0.01 -0.01 0.00
C 3.99497 -2.76027 2.62042 0.00 -0.01 0.01
C 2.68904 -2.42581 2.28915 0.00 0.02 -0.01
H 1.09353 0.45629 2.65693 0.01 0.02 0.00
H 1.44103 1.27751 1.14343 0.01 -0.02 0.01
H -2.20227 2.08071 0.77839 -0.01 -0.02 -0.02
H -2.25289 0.32229 0.76333 0.02 -0.01 0.02
H 1.65064 1.48050 -2.29240 0.00 0.01 -0.04
H 3.41984 3.20002 -2.18685 0.00 0.00 -0.01
H 3.12751 5.18431 -0.73684 0.00 0.00 0.00
H 1.05015 5.45503 0.57765 0.00 0.00 0.00
H -0.72843 3.77268 0.44303 -0.01 0.00 0.00
H -3.62597 0.25655 -1.48671 0.03 -0.02 0.00
H -5.57523 1.23703 -2.59144 -0.01 0.01 0.00
H -5.41827 3.46712 -3.65841 0.00 0.00 0.01
H -3.27917 4.70950 -3.58773 0.00 0.00 -0.01
H -1.32823 3.74934 -2.45389 0.01 0.01 0.01
H 1.15240 2.42983 3.40298 0.00 0.00 -0.01
H 0.60928 3.69768 5.40892 0.00 0.00 0.00
H -1.74986 4.05323 6.08619 0.00 0.00 0.00
H -3.55906 3.06271 4.70790 0.00 0.00 0.00
H -3.03469 1.73075 2.73523 0.00 0.00 -0.01
H -0.86414 -3.10232 -0.01700 -0.08 -0.23 0.00
H -2.60891 -4.49942 1.10293 0.00 -0.01 0.02
H -3.11678 -4.11110 3.50028 0.00 -0.01 0.00
H -1.90723 -2.35961 4.75099 0.00 0.00 0.00
H -0.19497 -0.99579 3.63679 -0.01 0.00 0.01
H 3.32324 -0.22685 -0.20880 0.00 0.01 0.00
H 5.64355 -0.78481 0.42074 0.00 0.00 0.00
H 6.07489 -2.42898 2.21934 0.00 0.00 0.00
H 4.18043 -3.48840 3.39965 0.00 0.00 0.00
H 1.86240 -2.89473 2.80802 0.00 0.00 0.00
Se -2.02765 -2.16665 -2.40124 0.20 0.32 0.31
Se -1.85433 -3.50425 -4.22865 0.17 -0.13 -0.49
Se -0.29971 -2.79785 -5.72120 -0.17 -0.08 0.33
Se 1.19580 -0.79026 -4.05667 -0.09 0.05 0.44
Cl 0.44690 1.12009 -6.39976 0.00 0.01 0.00
C -0.01855 0.54403 -4.77627 -0.05 -0.03 -0.04
H -1.00952 0.10629 -4.85245 0.00 0.01 0.03
H -0.04168 1.39956 -4.10740 0.04 0.02 -0.01
C 2.67741 -4.18004 -3.31274 0.01 0.03 -0.07
S 2.19739 -4.46146 -1.61184 -0.08 -0.06 0.06
C 0.90971 -5.66784 -1.94796 0.02 0.03 0.01
O 1.47154 -3.23340 -1.15401 0.07 0.01 -0.01
H 3.09020 -5.10566 -3.71419 0.02 0.01 -0.02
H 3.43952 -3.40242 -3.31913 0.01 -0.01 0.04
H 1.81261 -3.85603 -3.89321 -0.04 -0.01 0.02
H 1.34530 -6.56711 -2.38219 0.01 0.00 -0.01
H 0.18246 -5.21272 -2.61957 -0.02 0.00 -0.03
H 0.44005 -5.90493 -0.99506 0.02 0.00 0.01
```
Positions in Å, forces in eV/Å.

Mulliken atomic charge list, values in e, 5 entries: number 1, Ru, carries 0.267; number 2, C, carries -2.400; number 3, N, carries 1.611; number 4, C, carries -2.488; number 5, P, carries 1.284

No. 3
Density functional theory data (ωB97M-V with the def2-TZVPD basis set) for 5 unconnected molecules or ions with the total composition C35H37F15N2O13S2.

Results
Highest occupied orbital energy, eV: -8.607
SMILES: O=C=N[C@@]1(S(=O)(=O)F)[C@H](CC(=O)c2ccccc2)NC(=O)[C@@]1(F)CCC(F)(F)C(F)(F)C(F)(F)C(F)(F)S(F)(F)(F)(F)F.O=C1CCCO1.O=C1CCCO1.O=C1CCCO1.O=C1CCCO1
Net charge: 0
Strongest force on any atom, hartree/bohr: 0.1647
LUMO level, eV: -2.0038
E, a.u.: -4737.37899

```
104
Properties=species:S:1:pos:R:3:forces:R:3
O -3.71693 3.60616 -0.88761 3.48 -1.80 7.32
C -3.05644 3.31012 0.13796 1.61 1.16 -4.56
N -2.01468 3.07123 0.94060 -4.67 -0.19 -3.66
C -1.40386 1.72625 0.59561 1.15 1.11 0.54
S -2.73117 0.45845 0.91922 -1.04 -6.75 5.00
O -2.12223 -0.93336 1.08603 -1.32 4.75 -1.93
O -3.51679 0.74831 2.18384 1.89 0.81 -4.65
F -3.81120 0.30695 -0.40384 2.05 1.08 2.00
C -0.58970 1.70046 -0.80315 -0.23 0.65 -1.88
C -0.66919 0.40597 -1.76282 0.87 -0.64 0.20
C -0.59129 0.80990 -3.34622 -1.41 1.43 -1.72
O -1.45075 1.57621 -3.90787 4.01 -3.38 2.86
C 0.69382 0.18782 -4.13348 2.15 -0.48 -1.29
C 1.74428 1.21912 -4.68064 0.72 -4.12 -0.58
C 3.04532 0.65971 -5.41835 -2.53 -2.32 1.26
C 3.26149 -0.88598 -5.59067 -3.14 1.38 1.69
C 2.17945 -1.91903 -5.04172 -0.46 3.96 0.65
C 0.88662 -1.38740 -4.29925 2.92 2.19 -1.32
N 0.82315 2.14611 -0.49364 -0.47 0.79 1.46
C 0.80284 2.73373 0.89538 1.63 1.29 -0.01
O 1.38636 3.75485 1.35222 -2.81 -5.14 -2.20
C -0.17120 1.64736 1.65407 0.51 1.31 0.26
F 0.51749 0.39418 1.43894 -1.33 2.03 0.99
C -0.40749 2.12819 3.17441 -1.06 -1.00 0.55
C 0.27564 1.13570 4.27249 -0.56 0.40 0.27
C 1.70704 1.64985 4.80267 -0.41 1.51 0.09
F 1.47214 2.93845 5.45867 0.74 -2.88 -1.49
F 2.67267 1.90532 3.77335 -2.14 -0.87 2.48
C 2.30229 0.69416 5.99647 -0.84 1.63 1.21
F 3.42620 1.29507 6.63816 -2.53 -1.86 -1.80
F 1.23321 0.67327 6.99937 2.88 -0.04 -2.35
C 2.52316 -0.83812 5.50874 -2.82 -1.13 -0.71
F 2.58381 -0.96902 4.06009 0.51 0.52 4.13
F 1.26141 -1.50280 5.84190 3.31 1.55 -0.79
C 3.65338 -1.68097 6.29103 -2.30 -2.92 2.50
F 3.72049 -1.38128 7.71045 -0.83 -0.51 -4.29
F 3.22245 -3.07265 6.24218 1.20 3.90 -0.16
S 5.38259 -1.63766 5.61000 5.08 -0.37 0.92
F 5.00823 -2.52364 4.24137 0.22 1.92 2.54
F 5.21447 -0.15338 4.86156 -0.34 -2.71 0.89
F 5.87755 -0.79181 7.01371 -0.54 -1.20 -2.79
F 5.72424 -3.06480 6.48882 -0.79 2.44 -1.87
F 6.98591 -1.65381 5.11453 -2.89 0.12 0.73
H -0.95725 2.56564 -1.46572 -0.15 -1.25 1.24
H 0.24874 -0.26167 -1.49619 -1.64 1.08 -0.62
H -1.59357 -0.26233 -1.59494 1.29 1.29 -0.28
H 1.60001 2.35748 -4.54770 0.20 -2.21 -0.25
H 3.81621 1.41190 -5.83334 -1.45 -1.43 0.84
H 4.21128 -1.27739 -6.12850 -1.90 0.79 1.07
H 2.38310 -3.04913 -5.16582 -0.55 2.15 0.25
H 0.09319 -2.12324 -3.88565 1.53 1.54 -0.88
H 1.56528 1.43597 -0.62956 -0.72 0.61 0.22
H -0.13232 3.24234 3.35675 -0.10 -2.10 -0.70
H -1.55444 2.07156 3.38193 2.05 0.00 -0.44
H 0.27530 0.04181 3.90863 0.34 1.87 0.46
H -0.44129 1.15922 5.18846 1.55 0.01 -1.45
O 5.31450 3.23968 -5.98200 0.41 -0.86 -0.57
C 6.23844 2.65432 -6.49327 -0.73 0.68 0.79
O 6.16727 1.37773 -6.96273 -0.28 0.45 0.16
C 7.46451 0.96123 -7.40018 0.30 -0.51 -0.22
C 8.21963 2.23870 -7.67783 0.60 0.18 -0.37
C 7.63065 3.19434 -6.66415 0.29 0.06 -0.44
H 7.92737 0.36897 -6.60484 -0.05 0.04 -0.03
H 7.36947 0.34046 -8.29351 -0.21 0.00 0.20
H 9.30237 2.12517 -7.59610 -0.12 -0.07 -0.03
H 7.99274 2.59126 -8.68954 0.05 -0.08 0.10
H 8.15280 3.14403 -5.70551 -0.11 0.12 0.00
H 7.61185 4.21769 -7.04016 -0.10 -0.03 0.38
O -2.11244 -2.41565 -3.86545 -0.89 0.18 -0.31
C -3.31424 -2.43714 -3.73878 0.92 0.24 0.06
O -4.18503 -1.89387 -4.63260 0.72 -0.23 0.21
C -5.51683 -2.00112 -4.11949 -0.63 0.19 -0.18
C -5.46714 -3.12351 -3.11597 -0.52 -0.51 0.36
C -4.06198 -3.01566 -2.56923 -0.32 -0.33 -0.01
H -5.79228 -1.04577 -3.66160 0.07 -0.01 -0.02
H -6.21021 -2.21587 -4.93535 0.24 0.09 -0.04
H -6.24164 -3.05025 -2.35013 0.03 0.02 -0.14
H -5.58849 -4.08367 -3.62818 -0.07 0.15 0.04
H -4.00428 -2.31935 -1.72852 0.16 -0.07 0.00
H -3.66238 -3.99115 -2.29018 0.23 0.30 0.12
O -8.51280 -3.89711 -5.36012 -0.68 0.52 -0.80
C -9.16648 -3.03130 -5.89496 0.94 -0.86 0.51
O -9.73817 -3.15348 -7.12464 0.25 -0.23 0.51
C -10.34013 -1.90747 -7.49255 -0.28 0.24 -0.46
C -10.57766 -1.18050 -6.19043 -0.41 0.57 0.19
C -9.42881 -1.66211 -5.33410 -0.45 0.25 0.14
H -9.65159 -1.36827 -8.15036 -0.02 -0.06 0.04
H -11.27109 -2.09399 -8.03189 0.23 -0.19 -0.02
H -10.61606 -0.09527 -6.30345 -0.02 -0.12 -0.07
H -11.52572 -1.50740 -5.75037 0.10 0.05 -0.08
H -8.53614 -1.04548 -5.46648 0.02 -0.09 0.11
H -9.70825 -1.71638 -4.28140 0.38 -0.06 -0.05
O 0.26351 0.92836 13.17553 0.37 -0.80 -0.66
C 1.00014 0.46083 12.34225 -0.59 0.63 1.09
O 1.06507 -0.86511 12.03812 -0.26 0.37 0.20
C 2.11524 -1.08183 11.09179 0.28 -0.45 -0.28
C 2.33037 0.25395 10.42071 0.32 0.21 -0.60
C 2.00241 1.23085 11.52792 0.05 0.04 -0.55
H 3.00400 -1.42470 11.63061 -0.05 0.01 -0.01
H 1.81472 -1.85264 10.37889 -0.09 -0.01 0.26
H 3.33618 0.37505 10.01326 -0.09 -0.10 0.02
H 1.61682 0.37361 9.59867 0.11 -0.03 0.08
H 2.87423 1.45014 12.14926 -0.13 0.10 0.04
H 1.56655 2.15039 11.13612 0.08 0.02 0.38
```
Positions in Å, forces in eV/Å.

Mulliken atomic charge list, values in e, 5 entries: number 1, O, carries -0.417; number 2, C, carries 0.646; number 3, N, carries -0.756; number 4, C, carries 0.501; number 5, S, carries 1.414